No. 1
{"formula": "C16H24AgI2O12", "method": "wB97M-V/def2-TZVPD", "species": ["I", "H", "C", "H", "H", "O", "H", "O", "C", "H", "C", "C", "C", "Ag", "H", "C", "C", "H", "C", "C", "H", "O", "C", "H", "C", "H", "H", "H", "O", "H", "O", "O", "H", "O", "H", "H", "C", "C", "C", "H", "H", "I", "O", "O", "C", "H", "H", "C", "H", "H", "O", "H", "O", "O", "H"], "xyz": [[3.4576, 1.8399, 3.3019], [0.6598, -4.5840, 0.2986], [0.2829, -5.1061, 1.1780], [2.6031, -2.5421, -2.7559], [-3.7623, -3.0566, -1.6608], [-2.3520, -0.1445, -0.6524], [1.0413, -3.0266, -1.7898], [0.4776, 4.9821, -0.6818], [-1.5230, -0.1561, 0.4078], [-3.6684, -2.0115, 1.3600], [0.8735, -2.0763, 2.8595], [-3.3503, -1.1785, -0.5140], [0.9663, -1.1668, -2.6415], [0.7759, 1.4402, 2.4032], [0.7055, -6.1041, 1.2936], [0.5331, 6.4364, -0.3960], [0.0910, 6.4432, 1.0659], [-4.3182, -0.7576, -0.2415], [1.7603, -2.2760, -2.1179], [1.3884, -0.6908, -3.9607], [1.5665, 6.7786, -0.4518], [2.0319, 0.0643, 0.4517], [-3.3324, -2.0688, -1.8271], [1.2132, -1.4243, -4.7477], [1.7798, -0.5898, -0.5617], [-0.9138, 6.8654, 1.0482], [2.3442, -4.5835, 3.6190], [-0.0536, 8.2133, -1.2999], [-0.6805, 0.6890, 0.7462], [0.7408, 7.2198, 1.4694], [2.2378, -1.7847, -0.8844], [0.5260, 3.1091, 0.5310], [0.1718, -4.8538, 3.3241], [2.0943, -2.5886, 2.6841], [-3.9866, -1.7318, -2.6311], [0.9291, 0.2552, -4.2476], [-2.8211, -2.0402, 0.6749], [-0.3703, 7.1793, -1.4365], [2.0613, -4.0118, 2.7351], [0.1338, 6.9774, -2.3816], [2.4311, -0.4226, -4.1309], [-0.9972, 2.2169, 4.4851], [-0.0618, -3.0267, 2.4846], [1.1597, -0.1581, -1.6018], [0.5060, -4.2669, 2.4686], [-2.5358, -3.0356, 0.3343], [-0.7693, -5.3085, 0.9780], [0.3272, 4.2697, 0.3975], [2.5768, -4.3349, 1.8306], [-1.4229, 6.9705, -1.6277], [0.1584, 5.1304, 1.4872], [-0.0570, -1.5236, -2.5243], [-1.7678, -1.2982, 1.1734], [0.5542, -0.9148, 3.0679], [-2.4159, -2.2359, -2.3929]], "multiplicity": 2, "de_lowest_kj_mol": 291.86, "s_squared": 0.766, "total_charge": 0, "homo_lumo_gap_ev": [7.6, 5.2]}


No. 2
{"formula": "C31H30NO2", "method": "wB97M-V/def2-TZVPD", "species": ["C", "C", "C", "C", "C", "C", "H", "H", "H", "H", "C", "C", "C", "H", "C", "C", "C", "C", "H", "H", "H", "C", "O", "H", "C", "H", "C", "H", "C", "C", "H", "H", "H", "H", "H", "H", "N", "C", "H", "C", "H", "H", "H", "H", "C", "H", "C", "C", "C", "H", "C", "H", "H", "C", "H", "H", "C", "O", "C", "H", "C", "H", "C", "C"], "xyz": [[3.0667, -0.8272, 1.5894], [2.7950, -0.0137, 0.4933], [-1.8678, -3.1409, 1.8175], [1.6104, 4.0087, -2.6326], [-2.8928, -4.7661, 0.3623], [0.0049, -2.5628, -3.7909], [-1.7063, 0.3637, -3.9512], [-1.6528, -2.7778, 2.8175], [-3.6884, 4.0247, 4.2015], [-3.0022, -4.8318, 2.5090], [3.0898, -2.7604, 0.1476], [-2.6238, -4.2964, 1.6447], [-1.5006, -0.6976, -4.0459], [2.4581, 0.0624, -1.6291], [1.8807, 4.4720, -1.3475], [-2.7388, 3.4478, 3.9109], [1.3974, 3.7776, -0.2426], [-2.2137, -2.9150, -4.6644], [2.7330, -2.3809, -1.9390], [-0.2085, 1.2535, -1.8404], [3.4143, -2.8367, 2.2722], [-0.1164, 3.3486, 3.4306], [1.6018, 5.2127, 3.4129], [2.6790, 1.0566, 0.6290], [0.6429, 2.6243, -0.4199], [-0.7657, -4.4804, -4.3845], [0.8626, 2.8480, -2.8099], [0.5061, -0.5326, -3.2917], [-1.3881, -2.4499, 0.7090], [2.8235, -1.9457, -0.9491], [-3.4790, -5.6693, 0.2272], [2.1015, 2.4675, 4.9293], [1.6088, 4.1363, 0.7592], [-2.9751, -3.5830, -5.0542], [-0.8004, -1.5476, 0.8438], [0.7049, 1.2120, 2.9284], [2.8267, 2.3921, 4.1934], [3.2092, -2.2012, 1.4167], [-2.6172, -4.4447, -1.7462], [2.6718, -0.5730, -0.7751], [-3.4494, -1.1628, -4.8264], [-3.8424, 1.3880, 3.7035], [0.9712, -2.9562, -3.4946], [-1.3011, 5.3001, 3.9610], [0.3773, 2.1571, -1.7033], [-1.2910, -2.3764, -1.4374], [1.3587, 3.9767, 3.3087], [-0.2182, 1.8192, 3.1952], [-1.5834, 1.0933, 3.2881], [0.6575, 2.4820, -3.8115], [-2.8476, 1.9327, 3.6443], [-1.6610, -0.0207, 3.0834], [1.9836, 4.5514, -3.4950], [-1.3724, 4.1791, 3.7924], [0.2626, 2.0877, 0.4428], [3.1663, -0.3892, 2.5781], [-0.2583, -1.2016, -3.6741], [2.4477, 3.0917, 3.0564], [-0.9723, -3.4195, -4.2890], [2.4678, 5.3735, -1.2079], [-1.6618, -2.9167, -0.5735], [3.2043, -3.8312, 0.0130], [-2.4798, -1.5550, -4.5390], [-2.4097, -4.0772, -0.7462]], "total_charge": -1, "homo_lumo_gap_ev": 4.3}